Molecular formula: C30H50IO18PS
Method: DFT, wB97M-V/def2-TZVPD

XYZ file:
```
101
Properties=species:S:1:pos:R:3
C -1.68 -0.60 -1.91
C -1.59 -1.76 -0.92
O -2.50 -1.45 0.18
P -2.19 -2.02 1.64
O -3.35 -2.74 2.21
C -1.85 -0.53 2.64
C -1.48 0.69 1.77
O -0.84 1.73 2.54
S 0.77 1.73 2.67
O 1.16 0.41 3.15
O 1.23 1.64 1.10
I 0.53 3.06 -0.13
O -0.90 -2.95 1.59
C 0.42 -2.37 1.66
C 1.10 -2.78 2.96
H -1.04 -0.79 -2.77
H -1.31 0.31 -1.42
H -2.71 -0.42 -2.19
H -0.56 -1.83 -0.59
H -1.90 -2.66 -1.44
H -1.08 -0.72 3.38
H -2.80 -0.33 3.12
H -2.40 1.13 1.38
H -0.88 0.42 0.91
H 0.99 -2.80 0.83
H 0.44 -1.29 1.51
H 0.49 -2.54 3.83
H 2.08 -2.31 3.03
H 1.25 -3.86 2.95
O 0.31 5.42 -3.01
C 0.29 6.54 -2.57
O 0.67 7.61 -3.30
C 0.64 8.80 -2.48
C -0.32 8.48 -1.34
C -0.11 6.97 -1.18
H 1.65 8.99 -2.13
H 0.32 9.63 -3.10
H -0.13 9.06 -0.44
H -1.34 8.67 -1.66
H 0.71 6.74 -0.50
H -1.01 6.45 -0.86
O 0.45 -4.53 -2.84
C 1.28 -3.66 -2.78
O 1.01 -2.44 -2.25
C 2.15 -1.57 -2.39
C 3.34 -2.50 -2.53
C 2.72 -3.70 -3.25
H 1.99 -0.95 -3.27
H 2.20 -0.93 -1.51
H 4.17 -2.04 -3.07
H 3.70 -2.80 -1.55
H 2.73 -3.58 -4.33
H 3.18 -4.65 -2.98
O -3.53 -2.82 -3.08
C -4.14 -3.79 -2.73
O -5.28 -4.18 -3.32
C -5.84 -5.32 -2.63
C -4.66 -5.95 -1.90
C -3.79 -4.73 -1.59
H -6.61 -4.96 -1.95
H -6.29 -5.98 -3.37
H -4.96 -6.52 -1.02
H -4.12 -6.62 -2.57
H -4.06 -4.25 -0.65
H -2.73 -4.96 -1.59
O 6.07 -0.72 -3.63
C 6.58 -0.72 -2.55
O 5.94 -1.16 -1.43
C 6.76 -0.94 -0.27
C 8.19 -0.84 -0.80
C 7.97 -0.23 -2.18
H 6.43 -0.01 0.21
H 6.62 -1.76 0.42
H 8.84 -0.26 -0.15
H 8.61 -1.84 -0.90
H 7.94 0.86 -2.15
H 8.69 -0.55 -2.92
O -8.87 -3.15 -0.54
C -8.12 -2.59 0.22
O -6.78 -2.77 0.19
C -6.15 -2.06 1.28
C -7.15 -0.97 1.66
C -8.48 -1.63 1.33
H -5.97 -2.77 2.09
H -5.20 -1.67 0.95
H -7.05 -0.65 2.69
H -7.00 -0.10 1.01
H -8.87 -2.22 2.17
H -9.25 -0.94 1.00
O 2.38 5.11 2.09
C 2.97 4.89 3.11
O 2.34 4.56 4.25
C 3.28 4.45 5.33
C 4.63 4.20 4.67
C 4.47 4.96 3.35
H 3.26 5.39 5.90
H 2.96 3.65 5.99
H 5.47 4.52 5.27
H 4.74 3.13 4.47
H 4.75 6.01 3.44
H 5.00 4.50 2.52
```

- total charge = 0

***

Molecular formula: C30H50N2NiO4Si
Method: DFT, wB97M-V/def2-TZVPD

XYZ file:
```
88
Properties=species:S:1:pos:R:3
Ni 0.40 1.96 0.02
N 2.42 2.12 -0.43
C 3.02 2.58 -1.69
C 2.41 3.89 -2.17
C 0.93 3.74 -2.57
C -0.07 4.35 -1.60
N 0.09 3.85 -0.22
H 2.89 2.54 0.36
H 2.51 1.11 -0.30
H 2.84 1.80 -2.44
H 4.11 2.67 -1.58
H 2.99 4.24 -3.03
H 2.54 4.66 -1.40
H 0.70 2.68 -2.67
H 0.75 4.18 -3.55
H -1.08 4.09 -1.92
H 0.01 5.44 -1.60
H -0.73 4.11 0.33
H 0.88 4.32 0.22
C -2.98 0.90 -4.11
C -1.69 0.96 -3.58
C -1.51 1.13 -2.22
C -2.60 1.26 -1.36
C -3.88 1.19 -1.90
C -4.07 1.01 -3.26
C -2.45 1.48 0.08
C -1.32 1.83 0.72
C -1.38 2.14 2.18
C -0.18 2.34 2.87
C -0.16 2.63 4.23
C -1.35 2.73 4.93
C -2.56 2.56 4.25
C -2.57 2.28 2.90
H -3.12 0.76 -5.17
H -0.83 0.87 -4.23
H -0.51 1.18 -1.77
H -4.74 1.27 -1.25
H -5.07 0.96 -3.67
H -3.38 1.38 0.64
H 0.73 2.24 2.29
H 0.78 2.76 4.74
H -1.35 2.95 5.99
H -3.49 2.66 4.79
H -3.52 2.17 2.40
C -1.48 -1.52 2.57
C -0.07 -2.05 2.80
C 0.76 -1.09 3.64
C -0.12 -3.43 3.46
O 0.61 -2.23 1.55
Si 0.58 -1.36 0.16
O 0.86 0.19 0.36
O -0.82 -1.57 -0.67
C -1.33 -2.72 -1.35
C -2.84 -2.51 -1.43
C -1.01 -4.01 -0.60
C -0.73 -2.76 -2.75
O 1.73 -2.09 -0.76
C 3.08 -2.48 -0.54
C 3.14 -3.65 0.44
C 3.62 -2.90 -1.90
C 3.89 -1.30 0.00
H -1.97 -1.35 3.53
H -2.07 -2.22 1.99
H -1.46 -0.57 2.03
H 0.28 -0.88 4.59
H 0.88 -0.14 3.10
H 1.75 -1.51 3.83
H -0.56 -3.36 4.45
H 0.89 -3.84 3.54
H -0.72 -4.11 2.86
H -3.27 -2.47 -0.43
H -3.31 -3.33 -1.98
H -3.06 -1.57 -1.93
H -1.42 -3.97 0.41
H 0.06 -4.16 -0.52
H -1.45 -4.86 -1.12
H -1.01 -1.85 -3.30
H -1.11 -3.62 -3.31
H 0.35 -2.82 -2.70
H 2.60 -4.50 0.04
H 2.68 -3.38 1.39
H 4.18 -3.94 0.61
H 3.03 -3.74 -2.29
H 4.66 -3.22 -1.83
H 3.55 -2.08 -2.61
H 3.47 -0.95 0.95
H 3.87 -0.47 -0.72
H 4.93 -1.58 0.16
```

- total charge = 0

***

Molecular formula: C30H51BBrFNO9S
Method: DFT, wB97M-V/def2-TZVPD

XYZ file:
```
95
Properties=species:S:1:pos:R:3
C -4.74 -3.04 1.45
O -3.32 -3.34 1.35
B -2.62 -2.83 2.46
O -3.05 -3.31 3.71
C -1.44 -1.71 2.28
C -2.07 -0.47 3.06
C -1.17 0.12 4.21
C 0.11 0.91 3.71
C -0.19 2.34 3.17
C -0.72 2.49 1.81
C -1.00 3.82 1.29
C -0.75 4.98 2.15
C -0.21 4.84 3.51
C 0.09 3.50 4.02
C -0.06 -2.30 2.76
C 0.00 -3.75 3.40
C 1.48 -4.06 3.88
F 2.00 -5.14 3.13
S 1.08 -2.51 1.28
C -0.12 -1.66 0.26
Br 0.52 -1.34 -1.53
N -1.26 -1.36 0.82
C -2.22 -0.66 -0.09
C -2.87 -1.58 -1.20
C -2.75 -0.96 -2.66
O -3.94 -1.22 -3.41
H -5.18 -2.68 0.48
H -4.96 -2.28 2.25
H -5.31 -3.97 1.73
H -2.55 -2.90 4.44
H -2.33 0.40 2.39
H -3.04 -0.77 3.54
H -1.81 0.87 4.76
H -0.84 -0.62 4.98
H 0.71 0.37 2.92
H 0.78 1.04 4.60
H -0.89 1.55 1.24
H -1.42 3.93 0.27
H -0.97 5.99 1.74
H -0.01 5.76 4.11
H 0.53 3.37 5.04
H 0.60 -1.71 3.44
H -0.62 -3.75 4.35
H -0.32 -4.57 2.71
H 2.15 -3.15 3.82
H 1.47 -4.34 4.97
H -3.07 -0.22 0.50
H -1.67 0.20 -0.55
H -2.42 -2.61 -1.21
H -3.96 -1.71 -0.98
H -1.92 -1.51 -3.18
H -2.48 0.13 -2.66
H -3.72 -1.70 -4.22
O -4.95 0.64 4.47
C -4.99 1.85 4.52
O -3.95 2.53 5.04
C -3.81 3.96 4.95
C -4.52 4.65 6.09
C -6.23 2.60 4.11
H -4.12 4.33 3.97
H -2.73 4.15 5.02
H -5.60 4.47 6.06
H -4.35 5.73 6.05
H -4.16 4.27 7.05
H -6.92 2.66 4.95
H -6.70 2.05 3.29
H -6.03 3.60 3.73
O 0.60 -0.33 -4.96
C 1.65 0.25 -5.06
O 1.80 1.47 -4.50
C 3.07 2.14 -4.39
C 3.38 2.94 -5.64
C 2.78 -0.31 -5.88
H 3.86 1.45 -4.12
H 2.96 2.83 -3.54
H 3.48 2.29 -6.51
H 4.31 3.49 -5.52
H 2.57 3.64 -5.86
H 2.65 -0.02 -6.92
H 2.74 -1.40 -5.81
H 3.76 -0.02 -5.53
O 6.52 -0.23 -4.86
C 7.01 -1.10 -5.55
O 6.55 -1.30 -6.80
C 7.18 -2.14 -7.77
C 6.72 -3.58 -7.63
C 8.05 -2.03 -5.00
H 8.27 -2.05 -7.72
H 6.88 -1.76 -8.75
H 6.99 -3.99 -6.65
H 7.16 -4.20 -8.40
H 5.63 -3.64 -7.71
H 7.56 -2.86 -4.50
H 8.66 -1.48 -4.28
H 8.74 -2.41 -5.76
```

- total charge = +1
- energy relative to the best compared isomer or geometry (same formula, charge and spin) (kcal per mole) = 46.1

***

Here are the calculated E_HOMO numbers, same order: -9.472 -7.367 -11.281 (eV).
Here are the calculated LUMO level numbers, same order: -0.96 0.15 -3.18 (eV).
Here are the calculated strongest force on any atom numbers, same order: 0.033 0.016 0.054 (hartree/bohr).